Here is a 2-piece molecular cluster, CH2N2O4 overall at a distorted geometry from the Open Molecules 2025 dataset. Energies are from ωB97M-V/def2-TZVPD.

Summary:
**Orbital gap**: 10.6 eV
**Energy**: -12236.29688 eV
**Structure (SMILES)**: O=C=O.O=NNO
**2S+1**: 1

Atoms and positions in Å:
O -4.36926 -1.00332 0.88190
C -3.99730 -0.39775 -0.03457
O -3.42547 0.21846 -0.86369
O 0.17237 1.65917 0.77957
N -0.78696 1.17151 0.13862
N -0.42877 0.29699 -0.71317
O 0.90026 -0.02691 -0.67802
H -1.01025 -0.45313 -0.92105
H 1.22878 0.73736 -0.01941

Löwdin atomic charge list, values in e, 8 entries:
1. O 0.2154
2. C -0.3803
3. O 0.1604
4. O -0.0757
5. N -0.0679
6. N -0.0704
7. O -0.0263
8. H 0.1236

=====

Here is C52H62FeN2O4Se as an isolated structure from the Open Molecules 2025 dataset. Energies are from ωB97M-V/def2-TZVPD.

Summary:
**Orbital gap (alpha / beta)**: 5.9 / 6.2 eV
**Energy**: -165835.29240 eV
**2S+1**: 5

Atoms and positions in Å:
Fe -0.56699 -0.12171 0.33521
C 0.23544 -0.70245 -3.00605
O -0.56556 -0.00942 -2.05330
C -1.94842 -0.12465 -2.17479
C -2.62183 -1.34094 -2.14972
C -1.97376 -2.71859 -2.14286
C -1.05090 -3.18109 -1.02199
C -0.26794 -4.30265 -1.25449
C 0.46248 -4.94717 -0.25385
C 0.43705 -4.37120 1.01338
C -0.26870 -3.20513 1.28116
C -0.29608 -2.60850 2.68046
C 0.41489 -1.26576 2.82984
C 1.77704 -1.26503 3.12912
C 2.51121 -0.09681 3.29403
C 1.88936 1.10649 2.94734
C 0.53635 1.17734 2.64764
C -0.15219 2.52083 2.42735
C -0.21231 3.08139 1.00975
C 0.45603 4.25211 0.69739
C 0.37027 4.85775 -0.55851
C -0.38786 4.20280 -1.52241
C -1.08325 3.02766 -1.26277
C -1.87840 2.40403 -2.40615
C -2.62625 1.09567 -2.23764
C -4.00602 1.07507 -2.32730
C -4.72563 -0.11716 -2.37681
C -4.01223 -1.29947 -2.26795
C -6.22960 -0.08468 -2.62422
C -6.84900 -1.48239 -2.71053
C -6.93030 0.68214 -1.49454
C -6.48721 0.61734 -3.96901
C -1.04616 2.47067 0.03166
O -1.75447 1.39785 0.31555
C 1.05801 6.19933 -0.81114
C 2.58375 6.04794 -0.72409
C 0.60179 7.21441 0.24864
C 0.71661 6.77532 -2.18760
C -0.22057 -0.01447 2.73464
O -1.58042 0.14679 2.75351
C -2.32538 -0.51384 3.76399
C 3.87129 -0.08943 3.99119
C 3.66035 0.59907 5.35281
C 4.39928 -1.50260 4.25022
C 4.93263 0.67631 3.19939
C -1.09483 -2.62244 0.28159
O -1.89005 -1.63505 0.58143
C 1.17812 -6.26214 -0.55894
C 2.09569 -6.10702 -1.78188
C 0.11627 -7.33662 -0.84508
C 2.04020 -6.73692 0.61409
H -0.31267 -0.82977 -3.94051
H 1.11825 -0.08784 -3.18487
H 0.55775 -1.67430 -2.62780
H -2.79773 -3.43695 -2.16117
H -1.44429 -2.85484 -3.09044
H -0.27359 -4.71547 -2.25916
H 0.99278 -4.82761 1.82511
H -1.33986 -2.51242 2.96823
H 0.17791 -3.32099 3.35748
H 2.24844 -2.22703 3.28719
H 2.44864 2.03490 2.97710
H -1.18089 2.41450 2.77524
H 0.35732 3.26059 3.04634
H 1.06266 4.71772 1.46883
H -0.46749 4.61534 -2.52217
H -2.60556 3.14879 -2.73998
H -1.17549 2.26988 -3.23546
H -4.52941 2.02323 -2.37363
H -4.54089 -2.24377 -2.26980
H -6.73623 -2.03576 -1.77640
H -7.91672 -1.38285 -2.91278
H -6.41050 -2.06377 -3.52373
H -6.72670 0.20732 -0.53346
H -6.58656 1.71569 -1.44168
H -8.01005 0.68799 -1.65899
H -5.94735 0.10519 -4.76754
H -7.55316 0.59964 -4.20724
H -6.15969 1.65679 -3.94658
H 2.88931 5.66854 0.25312
H 2.94434 5.36310 -1.49487
H 3.06502 7.01668 -0.87877
H 0.90842 6.91881 1.25219
H 1.03811 8.19474 0.04146
H -0.48488 7.31321 0.24082
H 1.06328 6.12425 -2.99198
H -0.35927 6.92378 -2.29329
H 1.20676 7.74302 -2.30801
H -1.68772 -0.81065 4.60024
H -3.07137 0.19670 4.11968
H -2.84195 -1.38486 3.35970
H 2.85469 0.11287 5.90609
H 4.57294 0.53764 5.94973
H 3.40087 1.65130 5.22834
H 3.72261 -2.06657 4.89451
H 4.54467 -2.04977 3.31597
H 5.36338 -1.43898 4.75677
H 4.59277 1.67377 2.91925
H 5.83838 0.78043 3.80034
H 5.18321 0.13587 2.28965
H 1.53345 -5.85842 -2.68189
H 2.82979 -5.31761 -1.60638
H 2.62977 -7.04120 -1.96761
H -0.49255 -7.06524 -1.70820
H 0.58963 -8.30127 -1.04621
H -0.54507 -7.44808 0.01572
H 2.79928 -5.99330 0.86910
H 1.43454 -6.94472 1.49752
H 2.55016 -7.66111 0.33778
Se 2.62544 -2.21805 -0.18790
N 1.64518 -0.74330 -0.32822
C 2.50024 0.27219 -0.51093
C 2.11975 1.61725 -0.72535
C 3.09513 2.55643 -0.87930
C 4.47072 2.20603 -0.89825
C 4.87492 0.91232 -0.76748
C 3.89447 -0.08840 -0.54994
N 4.15132 -1.38095 -0.39185
H 1.07036 1.88109 -0.77139
H 2.80715 3.58975 -1.01189
H 5.21308 2.98012 -1.04533
H 5.91899 0.63544 -0.82284

Löwdin atomic charge list, values in e, 8 entries:
1. Fe 0.9192
2. C -0.0500
3. O -0.1560
4. C -0.2112
5. C -0.1186
6. C -0.0644
7. C -0.1368
8. C -0.0162

=====

Here is a single C2H5FN2OS molecule at a distorted geometry from the Open Molecules 2025 dataset. Energies are from ωB97M-V/def2-TZVPD.

Summary:
**Orbital gap**: 9.7 eV
**Energy**: -20733.18069 eV
**Structure (SMILES)**: O/N=C(\CF)NS
**2S+1**: 1

Atoms and positions in Å:
O 1.21900 1.75988 -0.11606
N -0.07481 1.29080 -0.21709
C -0.11002 0.01041 -0.18097
C 1.21646 -0.71410 -0.07575
F 1.02445 -2.07284 -0.08388
N -1.24344 -0.75378 -0.34365
S -2.74136 -0.01717 -0.13750
H 1.10233 2.69057 0.00779
H 1.66700 -0.41452 0.85661
H 1.88241 -0.41696 -0.86615
H -1.20473 -1.74459 -0.00656
H -2.73730 0.38231 1.16321

Löwdin atomic charge list, values in e, 8 entries:
1. O -0.0677
2. N 0.0068
3. C -0.4291
4. C -0.1361
5. F -0.0321
6. N -0.3931
7. S 0.7432
8. H 0.0867

=====

Quick rundown of energy relative to the best compared isomer or geometry (same formula, charge and spin), same order as above: 34.1 122.1 11.7 kJ/mol